No. 1
ORCA calculation (the ωB97M-V functional and the def2-TZVPD basis) on a structure of composition C8H16O8Pb in a non-equilibrium geometry.

Last column: Mulliken charge in e.
Positions of all 33 atoms, in Å:
Pb  -16.6795  -18.2756  -27.0575  0.74
O  -15.0021  -14.2503  -24.8129  -0.81
O  -19.9565  -12.4110  -31.2955  -0.95
O  -18.2082  -15.1277  -31.4645  -0.72
O  -13.0945  -23.1831  -32.9797  -0.97
O  -14.0102  -22.4027  -30.3763  -0.80
O  -17.9101  -21.7468  -24.0012  -0.81
O  -18.2276  -13.9153  -24.5557  -0.79
O  -20.5411  -20.8999  -25.7174  -0.87
C  -14.8969  -23.1849  -31.2698  -0.35
C  -18.0426  -13.9083  -32.2013  -0.53
C  -20.2830  -22.1977  -25.1591  -0.40
C  -17.2106  -13.2374  -23.7554  -0.40
C  -18.6125  -12.5061  -31.7439  -0.35
C  -14.3229  -23.7698  -32.6380  -0.26
C  -19.2379  -22.2568  -23.9297  -0.40
C  -15.6780  -13.0654  -24.3404  -0.45
H  -19.0384  -23.3233  -23.8253  0.19
H  -18.3952  -14.1637  -33.2005  0.24
H  -18.4764  -11.8172  -32.5776  0.19
H  -19.9485  -22.9023  -25.9205  0.20
H  -17.9946  -12.0174  -30.9906  0.21
H  -17.5863  -12.2488  -23.4919  0.21
H  -15.2116  -12.4983  -23.5348  0.23
H  -19.8121  -21.9078  -23.0715  0.18
H  -15.6649  -22.4615  -31.5434  0.14
H  -21.2363  -22.6564  -24.8967  0.22
H  -15.4331  -23.9709  -30.7381  0.20
H  -15.0774  -23.5914  -33.4042  0.13
H  -15.7610  -12.2615  -25.0718  0.21
H  -17.0213  -13.7939  -32.5644  0.27
H  -14.3986  -24.8511  -32.5232  0.13
H  -16.9969  -13.6575  -22.7726  0.19

Forces on the atoms, in the same order (eV/Å):
Pb -0.39 -0.01 0.29
O -1.22 3.06 1.53
O 1.44 -0.17 -1.00
O 0.45 2.53 -0.87
O -1.16 -1.62 -0.52
O -1.64 -2.26 -1.55
O -2.28 -0.13 -0.08
O 2.77 1.69 2.28
O 0.37 -2.35 1.15
C 1.92 2.52 1.29
C -0.62 -2.42 1.10
C 0.46 3.43 -1.39
C -1.64 -1.98 -2.46
C -2.70 -0.34 1.10
C 2.07 2.39 0.87
C 2.21 0.35 -1.07
C -0.22 -2.73 -1.48
H -0.69 -1.16 0.30
H -1.47 0.30 -0.83
H 0.36 0.25 -1.34
H 0.88 -0.26 -0.57
H 0.89 -0.42 0.73
H 0.12 1.15 -0.18
H 0.73 -0.14 1.21
H -0.24 0.47 0.64
H -0.55 0.29 -0.37
H -0.71 -0.40 1.18
H -0.14 -0.67 0.44
H -0.84 0.35 -0.62
H -0.20 0.04 -1.13
H 1.46 0.62 0.66
H 0.70 -1.33 0.15
H -0.11 -1.04 0.55

lowest unoccupied orbital energy	9.21	eV
net charge	-6
2S+1	1
orbital gap	1.806	eV

---

No. 2
ORCA calculation (the ωB97M-V functional and the def2-TZVPD basis) on a structure of composition C25H14BrN4O10SW in a non-equilibrium geometry.

Last column: Mulliken charge in e.
Positions of all 56 atoms, in Å:
W  0.7140  1.0149  -0.8310  0.38
Br  2.7569  3.0319  1.7761  -0.07
S  3.3587  1.4408  -1.3799  -0.41
O  1.4391  -0.7417  -1.6798  -0.54
O  -3.3128  -5.2976  4.1120  -0.62
O  -3.1725  2.0082  0.0087  -0.76
O  -1.4198  -1.1205  -1.4564  -0.67
O  1.4818  -2.0965  -3.4785  -0.78
O  -1.2327  1.7777  -1.0873  -0.66
O  0.2544  4.6923  -2.6253  -0.75
O  1.0164  3.0700  -1.2581  -0.36
O  -4.1370  -6.1789  2.3377  -0.63
O  -0.3396  -0.3761  0.3773  0.07
N  0.7026  1.2460  -2.9331  0.42
N  0.1771  2.2532  1.0888  0.22
N  2.2607  0.2033  0.5272  0.23
N  -3.5162  -5.3022  2.9108  1.00
C  0.8973  2.8494  2.0346  0.00
C  -1.1537  -1.1891  -0.2751  0.59
C  -3.0920  -4.2621  0.7326  -0.56
C  -2.5175  -3.2578  -0.0209  -0.39
C  0.5150  3.5375  -2.3575  0.16
C  -0.0844  2.5734  -4.7042  -0.80
C  2.1496  -0.6119  1.5881  0.00
C  0.3336  0.2124  -5.0118  -0.84
C  -1.6038  -2.2662  1.9674  -0.22
C  -1.7689  -2.2559  0.5871  0.25
C  1.2563  -1.0381  -2.9285  0.30
C  0.3500  3.3958  3.1804  -0.71
C  -1.0261  3.3735  3.3273  -0.36
C  0.7487  0.1632  -3.6985  0.52
C  -1.1590  2.3408  1.1919  0.88
C  0.3428  2.4394  -3.3994  0.87
C  -1.7933  2.8685  2.2991  -0.75
C  -0.1072  1.4365  -5.5070  -0.28
C  3.2375  -1.2270  2.1564  -0.94
C  4.4939  -1.0233  1.5746  -0.17
C  -2.9152  -4.2514  2.1095  0.02
C  -1.9589  1.9772  -0.0420  -0.04
C  3.4551  0.3938  -0.0504  0.61
C  -2.1772  -3.2605  2.7377  -0.61
C  4.6068  -0.2211  0.4680  -0.79
H  -1.4844  3.7794  4.2200  0.43
H  -1.0233  -1.4788  2.4275  0.31
H  -2.8736  2.8924  2.3015  0.54
H  -0.4634  1.5085  -6.5271  0.42
H  5.5543  -0.0495  -0.0231  0.43
H  1.1496  -0.7432  1.9727  0.29
H  0.9966  3.8402  3.9213  0.45
H  -3.6734  -5.0509  0.2791  0.48
H  -2.6301  -3.2234  -1.0959  0.52
H  -2.0648  -3.2840  3.8115  0.48
H  5.3720  -1.5034  1.9899  0.38
H  -0.3888  3.5479  -5.0583  0.53
H  0.3598  -0.6900  -5.6055  0.52
H  3.1089  -1.8668  3.0177  0.42

Forces on the atoms, in the same order (eV/Å):
W 3.89 2.18 1.26
Br -0.12 0.03 0.11
S -0.52 0.01 -0.14
O -0.68 -0.50 -0.26
O -0.13 0.17 0.02
O 0.05 -0.03 0.04
O -0.08 -0.28 0.19
O 0.06 0.00 0.03
O -0.06 -0.74 -0.06
O 0.08 0.01 0.04
O -0.58 0.11 -0.14
O -0.16 0.14 -0.04
O -0.59 -0.11 -1.09
N -0.96 -0.25 0.34
N -0.45 0.06 -0.04
N -0.59 -0.78 0.08
N 0.22 -0.75 0.27
C 0.34 -0.32 -0.35
C 0.26 0.47 -0.03
C -0.11 -0.14 0.12
C 0.05 0.09 -0.10
C -0.15 -0.13 -0.31
C 0.14 -0.06 -0.05
C 0.03 0.11 0.15
C 0.16 0.20 -0.03
C 0.07 0.10 -0.05
C -0.08 -0.19 0.17
C -0.25 0.09 -0.18
C -0.17 0.08 0.17
C 0.21 0.03 0.11
C 0.02 -0.34 0.08
C 0.10 0.00 0.29
C 0.00 0.12 0.09
C -0.25 -0.06 -0.15
C -0.02 0.01 -0.05
C -0.05 0.03 0.02
C 0.06 0.03 -0.04
C 0.18 0.60 -0.41
C -0.13 0.15 -0.20
C 0.27 0.08 -0.02
C -0.09 -0.12 0.14
C 0.01 -0.05 0.10
H 0.00 0.02 -0.01
H -0.02 -0.01 0.03
H 0.01 -0.04 -0.01
H 0.01 0.00 0.00
H -0.01 0.00 -0.02
H 0.01 -0.04 -0.02
H 0.02 0.00 -0.02
H 0.01 0.01 -0.01
H -0.01 -0.02 0.00
H 0.01 0.01 -0.01
H 0.00 0.00 0.00
H 0.00 0.00 0.00
H 0.00 0.00 -0.01
H 0.00 0.02 0.01

lowest unoccupied orbital energy (spin up / spin down)	1.32 / 1.32	eV
net charge	-1
2S+1	1
orbital gap (spin up / spin down)	5.255 / 5.256	eV
energy above the lowest of the compared OMol25 structures with the same formula, charge and spin	44.2	kJ/mol

---

No. 3
ORCA calculation (the ωB97M-V functional and the def2-TZVPD basis) on a structure of composition C40H40F5N5O4P3SeW.

Last column: Mulliken spin population.
Positions of all 99 atoms, in Å:
W  -0.3526  0.6875  -0.1195  1.72
Se  -2.2065  -0.7012  -1.1633  0.08
P  -1.1763  -0.0325  2.2172  0.04
P  1.2813  0.0788  -2.0811  0.01
P  1.2946  -1.1913  0.3772  0.01
F  -6.3293  3.5287  -2.5184  0.00
F  -6.7192  1.8575  -0.4050  0.00
F  -4.1406  3.1918  -4.1090  0.00
F  -4.9428  -0.0493  0.1537  0.00
F  -2.3826  1.2657  -3.5853  -0.01
O  -0.6339  2.3043  -1.4262  0.05
O  0.4581  1.6663  -3.2383  0.01
O  -2.2332  4.1446  0.7886  0.00
O  -1.7513  1.9668  0.7407  0.05
N  2.0768  -1.0942  -1.0705  -0.04
N  -1.4379  -1.6065  4.4538  0.00
N  -1.6890  0.8062  4.7781  0.00
N  0.9215  2.4146  0.6891  -0.01
N  -3.4512  -0.4675  3.6736  0.00
C  2.8028  1.0011  -2.4851  -0.02
C  -0.2351  2.4921  -2.6287  0.02
C  0.1338  -2.8169  -5.5213  0.00
C  3.6264  1.4221  -1.4447  0.02
C  -0.1295  -5.5344  0.7088  0.00
C  2.5536  -0.9207  1.6557  -0.04
C  4.5886  -0.4411  3.4997  0.00
C  5.1479  2.3962  -3.0239  0.00
C  -0.7203  -1.5456  3.1845  -0.01
C  -3.1255  0.6522  4.5449  0.00
C  -1.1502  -0.4499  5.2943  0.00
C  2.3902  0.0202  2.6627  0.04
C  -4.3247  2.4151  -3.0418  0.00
C  4.3448  1.9522  -4.0651  0.00
C  4.7870  2.1331  -1.7111  0.00
C  -5.6330  1.7374  -1.1602  0.00
C  -1.0063  1.2357  3.5702  0.00
C  -0.6202  3.7873  -3.2786  0.00
C  -5.4413  2.5864  -2.2389  0.00
C  1.4523  -2.2528  -3.5967  0.00
C  3.1680  1.2716  -3.7995  -0.01
C  -0.1895  -0.7113  -4.4022  0.01
C  -0.5243  -1.6031  -5.4076  -0.01
C  4.7688  -1.3788  2.4929  0.00
C  3.7588  -1.6204  1.5772  0.00
C  -4.6854  0.7652  -0.8743  0.01
C  -3.4048  1.4277  -2.7323  -0.04
C  -1.4394  3.2472  0.8457  0.02
C  3.3968  0.2611  3.5874  0.01
C  0.8078  -1.0200  -3.4756  -0.01
C  -0.4886  -4.7370  -0.3698  0.00
C  0.6805  -5.0255  1.7130  0.00
C  -2.8831  -1.6839  4.2408  0.00
C  0.7570  -2.9045  0.5762  0.00
C  -3.0116  -0.2424  2.3065  0.00
C  -3.5256  0.6152  -1.6198  0.11
C  -0.0447  -3.4277  -0.4390  0.00
C  1.1238  -3.7138  1.6496  0.00
C  1.1278  -3.1366  -4.6128  0.00
C  0.0396  3.5153  1.1563  0.02
H  -3.2877  -1.0859  1.6694  0.01
H  3.2497  0.9893  4.3734  0.00
H  1.4227  2.7225  -0.1438  -0.01
H  0.2869  4.3439  -3.5134  0.00
H  0.3383  4.4714  0.7290  0.00
H  -1.4635  2.1633  3.2238  0.00
H  -0.7250  0.2175  -4.3407  0.01
H  0.0401  1.4378  3.8070  0.00
H  -1.2658  4.3729  -2.6306  0.00
H  1.4557  0.5486  2.7429  -0.04
H  -3.5204  1.5744  4.1153  0.00
H  -1.5961  -0.6264  6.2749  0.00
H  -1.3067  -1.3410  -6.1054  0.00
H  2.9388  -1.5811  -1.2849  0.00
H  -0.0685  -0.3549  5.4202  0.00
H  2.2115  -2.5542  -2.8927  0.00
H  5.6983  -1.9257  2.4246  0.00
H  6.0573  2.9401  -3.2366  0.00
H  5.3764  -0.2626  4.2181  0.00
H  3.3826  1.1688  -0.4163  -0.01
H  1.7441  -3.3256  2.4461  0.00
H  -3.6046  0.4844  5.5116  0.00
H  -0.1289  -3.5089  -6.3086  0.00
H  -0.9764  -2.4252  2.5872  0.00
H  3.9130  -2.3627  0.8037  0.00
H  -0.4776  -6.5562  0.7632  0.00
H  -1.1077  -5.1344  -1.1617  0.00
H  2.5340  0.9484  -4.6143  0.00
H  0.9671  -5.6488  2.5485  0.00
H  -3.3576  -1.8624  5.2078  0.00
H  4.6337  2.1413  -5.0895  0.00
H  -3.1034  -2.5274  3.5835  0.00
H  -1.1268  3.5756  -4.2179  0.00
H  0.3531  -1.5799  3.3790  0.00
H  0.1304  3.5960  2.2411  0.00
H  -3.4744  0.6556  1.8978  -0.01
H  5.4159  2.4639  -0.8958  0.00
H  -0.3090  -2.8224  -1.3012  0.00
H  1.6401  2.2112  1.3772  -0.01
H  1.6514  -4.0792  -4.6843  0.00

Forces on the atoms, in the same order (eV/Å):
W -0.36 0.79 0.35
Se -0.02 -0.30 -0.15
P 0.04 -0.12 -0.05
P -0.04 -0.21 -0.15
P -0.08 0.07 -0.01
F 0.00 -0.01 0.00
F -0.01 0.00 0.01
F 0.00 0.00 -0.01
F 0.01 0.05 -0.02
F -0.01 0.12 0.07
O 0.02 -0.18 0.09
O -0.05 0.07 -0.12
O 0.03 0.04 0.11
O 0.20 -0.08 -0.15
N 0.23 -0.11 0.06
N -0.04 0.05 -0.06
N 0.03 -0.03 -0.03
N 0.20 -0.09 -0.20
N 0.03 -0.04 -0.01
C -0.02 -0.04 0.05
C 0.02 0.11 -0.16
C -0.02 0.02 -0.02
C -0.03 -0.03 0.08
C -0.01 0.01 -0.02
C 0.08 -0.03 -0.08
C -0.01 0.06 0.06
C 0.00 0.01 0.03
C -0.03 -0.11 0.00
C -0.12 0.07 0.13
C 0.02 0.00 0.15
C 0.06 -0.04 0.08
C -0.02 -0.06 0.12
C 0.01 0.02 0.00
C 0.04 0.02 -0.02
C 0.15 -0.02 -0.06
C 0.00 0.05 -0.02
C 0.01 -0.07 0.03
C 0.08 -0.12 0.01
C 0.02 0.04 0.03
C -0.02 -0.02 -0.04
C 0.01 0.05 0.08
C 0.02 -0.03 0.00
C 0.00 -0.05 -0.04
C -0.02 0.01 -0.02
C -0.14 0.10 0.01
C -0.14 0.14 -0.09
C 0.03 0.05 -0.03
C 0.02 -0.02 -0.01
C 0.05 0.03 -0.03
C 0.01 -0.01 0.00
C -0.01 0.00 0.01
C -0.08 -0.11 0.03
C 0.06 -0.04 0.01
C -0.05 -0.01 -0.09
C -0.06 -0.03 0.08
C -0.02 0.04 -0.08
C 0.01 0.03 -0.01
C 0.02 -0.03 0.01
C -0.05 0.05 0.03
H 0.01 0.07 0.07
H -0.01 0.02 0.02
H -0.02 -0.01 0.11
H 0.02 0.02 0.00
H -0.08 -0.06 0.00
H 0.02 -0.03 -0.01
H 0.10 -0.04 -0.03
H 0.03 0.01 0.01
H 0.00 0.00 0.02
H -0.14 0.12 0.00
H 0.00 -0.01 0.01
H 0.02 0.00 -0.01
H -0.04 0.01 -0.03
H -0.06 0.01 0.02
H -0.01 0.01 -0.01
H 0.03 -0.03 -0.02
H 0.03 -0.03 -0.01
H 0.04 0.01 0.00
H 0.02 0.02 0.01
H -0.01 0.00 -0.02
H 0.04 0.02 0.00
H 0.00 0.01 -0.03
H -0.01 -0.03 -0.04
H 0.02 0.07 0.05
H 0.00 -0.04 -0.03
H -0.01 -0.04 0.00
H -0.03 -0.01 -0.01
H -0.01 -0.01 0.01
H 0.01 -0.01 0.02
H 0.01 -0.01 -0.02
H 0.00 0.01 -0.03
H 0.00 0.02 0.01
H -0.01 -0.02 -0.04
H 0.00 0.00 0.00
H -0.04 0.04 -0.03
H 0.04 -0.06 0.04
H 0.03 0.01 0.02
H 0.00 0.00 0.05
H -0.05 -0.04 0.00
H 0.03 -0.05 -0.01

lowest unoccupied orbital energy (spin up / spin down)	-2.51 / -3.81	eV
net charge	+1
2S+1	3
orbital gap (spin up / spin down)	7.690 / 6.982	eV
energy above the lowest of the compared OMol25 structures with the same formula, charge and spin	0.0	kJ/mol

---

No. 4
ORCA calculation (the ωB97M-V functional and the def2-TZVPD basis) on an isolated molecule of C4H5NO2S in a non-equilibrium geometry.

Last column: Mulliken charge in e.
Positions of all 13 atoms, in Å:
S  -1.9788  -0.2820  -0.1375  -0.18
O  2.9174  -0.4798  -0.0867  -0.54
O  0.2623  -1.5655  -0.4824  -0.39
N  -0.6357  1.9160  -0.0269  -0.49
C  -0.5241  0.5874  -0.0945  0.91
C  -0.9938  -1.8029  0.2075  -0.27
C  0.5844  -0.1998  -0.1280  -0.14
C  1.9024  0.2193  0.0975  -0.11
H  -1.4530  2.3784  0.0597  0.21
H  -1.3835  -2.7302  -0.1555  0.33
H  2.0285  1.3574  0.1339  0.17
H  0.0448  2.4384  -0.6666  0.24
H  -0.7707  -1.8367  1.2794  0.27

Forces on the atoms, in the same order (eV/Å):
S -1.21 -1.51 -0.06
O -1.72 1.07 1.01
O -0.67 1.28 1.40
N 5.48 1.39 -2.08
C 0.13 -0.61 0.31
C 1.93 0.80 -0.36
C -1.39 -1.57 -0.38
C 3.16 0.22 -2.23
H -3.27 1.22 0.43
H -0.57 -0.26 -0.27
H -0.21 -1.05 0.68
H -1.34 -0.96 1.62
H -0.31 -0.04 -0.04

lowest unoccupied orbital energy	0.14	eV
SMILES string	NC1=C(C=O)OCS1
2S+1	1
orbital gap	8.469	eV
energy above the lowest of the compared OMol25 structures with the same formula, charge and spin	270.0	kJ/mol

---

Number 1: E -30140.37412 eV. Number 2: E -135295.90448 eV. Number 3: E -166393.21386 eV. Number 4: E -20647.38119 eV.